This record from the OMol25 dataset describes a molecular structure, C4H8FeO3 at a distorted geometry. The level of theory is the ωB97M-V functional and the def2-TZVPD basis.

Computed properties:
energy above the lowest of the compared OMol25 structures with the same formula, charge and spin: 2.907 eV
charge: +1
lowest unoccupied orbital energy (spin up / spin down): -5.4 / -5.8 eV
spin multiplicity: 6
⟨S²⟩: 8.763
HOMO energy (spin up / spin down): -12.327 / -13.944 eV

```
16
Properties=species:S:1:pos:R:3:forces:R:3
C -1.68269 -1.26849 -1.05543 -0.3 -2.8 3.4
O -0.65131 -1.85855 -0.58989 -1.5 0.9 -2.0
H -1.00069 0.61083 -1.28019 2.0 2.2 0.6
H -2.27788 -1.80822 -1.81128 0.8 0.8 -0.8
H -2.30027 -0.78399 -0.27524 0.4 0.8 -0.7
O 1.14867 0.53085 -0.93427 0.8 -1.3 0.1
C 0.12168 1.38992 -0.90786 -1.7 -1.3 0.0
C -0.09350 1.86751 0.52562 -0.8 0.6 -0.6
O -0.36037 0.71357 1.32301 -0.4 -0.3 0.3
C 0.55221 0.27368 2.21017 0.5 -0.5 -0.7
Fe 0.94051 -1.06006 0.07549 0.5 1.7 0.3
H 0.24934 2.27294 -1.56029 -0.4 -0.6 -0.2
H -0.98733 2.50370 0.57789 0.3 -0.1 0.2
H 0.78545 2.41924 0.89204 -0.2 -0.3 -0.1
H 0.16291 -0.49661 2.87842 0.2 0.5 0.0
H 1.43833 0.89716 2.36586 -0.4 -0.3 0.3
```
Forces are in eV/Å.